C13H19ClN2O5S in the gas phase, computed with ωB97M-V/def2-TZVPD.

Its highest occupied orbital energy is -8.7 eV. The calculation puts the orbital gap at 0.3427 Ha. As for the energy above the lowest of the compared OMol25 structures with the same formula, charge and spin: 0.038 eV. Its total charge is 0.

Positions of all 41 atoms, in Å:
C1 -3.98253 -2.73472 1.23520
H1 -3.25297 -3.35192 0.69708
O1 -3.94529 -1.40095 0.79364
C2 -4.25619 -1.27046 -0.57907
C3 -4.24421 0.21012 -0.96296
N1 -2.92761 0.79207 -0.84392
C4 -1.95621 0.52145 -1.73189
O2 -2.11432 -0.15117 -2.73028
C5 -0.61314 1.16238 -1.36478
N2 -0.04567 0.47355 -0.21169
C6 1.31883 0.10342 -0.28817
C7 1.66928 -1.22996 -0.20748
C8 3.01026 -1.58518 -0.20300
C9 3.99476 -0.61618 -0.26125
C10 3.64406 0.72160 -0.33800
C11 2.30708 1.10106 -0.35935
O3 1.84942 2.37013 -0.45051
C12 2.76014 3.42921 -0.25623
H2 2.15625 4.33469 -0.24825
H3 3.27807 3.32984 0.70092
H4 3.48851 3.48519 -1.07179
H5 4.42603 1.46278 -0.37239
H6 5.03500 -0.90047 -0.24377
Cl1 3.44610 -3.25260 -0.10426
H7 0.89684 -1.98033 -0.15632
S1 -0.42674 1.07728 1.31436
O4 -1.44236 2.08838 1.17236
O5 0.75567 1.40983 2.05229
C13 -1.16552 -0.37354 2.08580
H8 -0.42860 -1.16420 2.04906
H9 -1.39480 -0.11853 3.11297
H10 -2.06779 -0.63713 1.54568
H11 -0.75668 2.22356 -1.14186
H12 0.06518 1.05561 -2.21223
H13 -2.68781 1.32477 -0.01514
H14 -4.56551 0.28760 -2.00583
H15 -4.92659 0.76408 -0.31901
H16 -3.51886 -1.80967 -1.18953
H17 -5.25184 -1.69275 -0.78007
H18 -3.73850 -2.72170 2.29556
H19 -4.97943 -3.16880 1.09510